[1]
The following is a quantum chemistry calculation of a structure of composition C2H4KLiO at a distorted geometry, from the Open Molecules 2025 dataset.

## Properties
Energy = -761.15937 a.u.
Kohn-Sham gap (alpha / beta) = 3.000 / 3.001 eV
Energy above the lowest of the compared OMol25 structures with the same formula, charge and spin = 165.42 kJ/mol
HOMO level (alpha / beta) = -4.51 / -4.51 eV

Last column: Mulliken charge in e.
Cartesian coordinates (Å):
C: 0.211 0.580 0.426  0.0455
Li: 0.539 -0.905 -1.709  0.2260
H: -1.203 -0.094 -1.633  -0.2719
H: -1.748 0.773 1.026  0.2110
K: 3.410 -1.440 0.789  0.8769
H: 0.588 1.481 0.897  0.2856
O: 1.152 -0.260 0.006  -0.7417
H: -1.817 -0.454 -0.060  0.2396
C: -1.131 0.318 0.258  -0.8711

***

[2]
The following is a quantum chemistry calculation of a cluster of 8 separate species, C56H70FI3N2O21S2 in total at a distorted geometry, from the Open Molecules 2025 dataset.

## Properties
Energy = -5654.74675 a.u.
SMILES = C/C(I)=C(\I)c1c(I)c(CCc2ccccc2)c2c(c1CCN)Nc1c(ccc(CCCS)c1F)S2.C[C@@H]1COC(=O)O1.C[C@@H]1COC(=O)O1.C[C@@H]1COC(=O)O1.C[C@@H]1COC(=O)O1.C[C@@H]1COC(=O)O1.C[C@@H]1COC(=O)O1.C[C@@H]1COC(=O)O1
Kohn-Sham gap = 7.585 eV
Energy above the lowest of the compared OMol25 structures with the same formula, charge and spin = 414.89 kJ/mol
HOMO level = -7.86 eV

Last column: Mulliken charge in e.
Cartesian coordinates (Å):
C: -4.664 -2.016 -1.557  -0.3994
H: 7.200 2.443 14.111  0.3778
H: -1.915 10.722 0.085  0.3630
O: -4.031 -10.032 -6.719  -0.3013
H: -1.657 8.375 -1.858  0.2567
C: 11.048 4.508 7.952  0.4683
H: -11.193 -5.627 -0.566  0.3469
O: 10.621 4.449 5.705  -0.3035
H: -2.627 10.577 -1.508  0.3553
C: -6.954 -1.335 -1.855  -0.3829
H: 6.598 3.953 1.515  0.3521
C: -7.124 -5.078 -7.023  -0.6061
H: 11.385 6.097 9.381  0.3396
H: -5.085 -5.272 0.125  0.1650
N: -5.782 -1.270 -1.033  -0.3018
C: 9.945 3.433 6.318  0.6706
C: 2.933 5.876 0.768  -1.4009
C: -2.839 -3.705 -1.253  1.3089
C: 7.704 2.633 13.163  -1.4284
H: -4.544 -11.720 -7.818  0.3146
H: 9.691 5.567 9.257  0.3676
C: -2.330 10.005 -0.627  -1.4683
H: 9.111 5.056 3.777  0.3243
H: 8.296 6.449 2.003  0.2265
H: -5.006 -2.445 1.285  0.5311
H: -1.688 -2.083 -5.108  0.4019
H: -6.068 -7.060 -7.341  0.3147
H: 8.335 4.032 1.142  0.4058
H: -3.572 -11.358 -10.566  0.3716
N: -4.427 -5.268 2.219  -0.5379
H: 7.564 1.766 12.515  0.3575
H: 8.731 4.842 14.263  0.3132
H: 0.896 0.070 -2.851  0.3020
H: 9.687 1.981 13.680  0.2527
H: -10.982 -4.066 -2.873  0.4373
S: -5.209 -0.574 -3.870  -0.3367
C: -2.949 -10.524 -8.671  0.5064
S: -13.282 -5.098 -1.643  -0.2720
O: 10.718 4.519 13.841  -0.3402
C: 0.927 8.716 -0.990  0.5490
C: -2.082 -4.715 -0.370  -1.6743
C: -9.337 -1.440 -3.597  -0.7924
C: 10.783 4.214 12.517  0.6782
H: -11.849 -4.135 0.197  0.3286
H: 2.387 6.776 -1.700  -0.1285
C: -8.235 -1.732 -1.291  0.8274
C: -4.271 -10.676 -7.970  -0.4945
O: 0.438 7.710 -0.215  -0.1679
H: 10.858 4.564 10.091  0.2316
H: 7.180 5.095 0.320  0.3332
H: 9.548 3.698 15.351  0.3078
C: 3.240 5.145 -0.517  0.6930
H: -9.728 -4.212 -1.601  0.2878
H: -7.787 -3.017 -6.662  0.2557
H: 1.896 6.208 0.792  0.2747
H: -3.403 -3.233 1.414  0.2801
H: 3.586 6.741 0.897  0.3668
H: 7.221 3.477 12.664  0.3529
C: 9.464 4.031 14.317  -0.5116
C: -2.929 -3.684 -5.959  -0.3118
O: 7.483 6.056 4.597  -0.2936
C: -10.786 -3.861 -1.794  -0.6919
H: -3.221 9.547 -0.194  0.3685
O: 5.278 1.227 -3.764  -0.5589
H: -2.440 -4.602 -5.556  0.0639
C: -5.545 -3.170 -6.344  0.1191
O: 2.073 8.835 -1.299  -0.5220
C: -0.898 8.071 0.139  -0.5859
C: 10.976 5.380 6.731  -0.4720
I: -0.749 -4.682 -3.315  0.0117
H: 4.114 6.480 -1.982  0.3711
C: 10.732 5.233 9.241  -1.2892
C: -3.986 -2.959 -0.672  0.5636
H: -10.291 -1.508 -4.165  0.3497
H: -6.157 -4.493 1.335  0.4116
H: -11.589 -1.833 -2.090  0.3442
H: 10.201 6.149 6.787  0.3071
C: -0.460 -5.572 1.366  -1.1387
C: -4.655 -5.468 -6.703  -0.3582
H: 0.875 -0.948 -1.392  -0.0163
C: -11.711 -4.650 -0.784  -0.4817
O: 2.249 4.147 -0.789  -0.4141
O: 9.336 2.586 5.741  -0.5618
C: -10.737 -2.281 -1.513  -1.0429
C: -4.236 -1.836 -2.961  -0.0301
H: -10.779 -2.054 -0.421  0.4016
I: -0.467 -2.375 0.743  0.1655
C: -1.104 -4.410 0.519  0.5278
C: 1.379 -0.768 -2.343  -1.1231
C: -4.357 -3.227 0.816  -1.1365
H: -1.527 7.185 0.221  0.3504
H: -3.369 -1.555 -5.504  0.4080
C: 9.178 2.899 13.370  0.4708
H: -3.595 -9.580 -10.502  0.3542
H: -3.534 -5.699 1.988  0.1726
F: -8.267 -2.028 0.058  -0.3571
H: -5.428 -2.091 -6.107  0.2656
C: 8.028 5.111 3.676  -0.5445
C: -5.074 -4.640 1.052  -0.3819
C: 7.607 5.672 2.347  0.6363
H: -1.222 -6.119 1.981  0.2868
H: 3.361 -1.418 -1.821  0.1923
O: 5.601 7.304 4.543  -0.5580
H: 0.295 -5.173 2.102  0.3434
C: -3.138 -2.592 -3.572  1.1297
I: -2.678 -6.799 -0.639  0.1433
H: -2.245 -11.306 -8.369  0.2499
O: 6.358 6.295 2.667  -0.2819
C: -6.883 -3.674 -6.673  -0.5734
O: 1.523 3.202 -2.713  -0.5868
O: -2.476 -9.279 -8.153  -0.3320
C: 7.427 4.623 1.273  -1.4632
C: 2.134 4.057 -2.142  0.6731
H: -5.976 -1.483 -0.058  0.3524
H: 2.407 1.449 -1.271  0.1439
C: 3.161 6.007 -1.747  -0.0443
C: 2.853 -0.502 -2.141  0.6154
O: 11.603 4.644 11.765  -0.5615
H: -7.976 -0.796 -5.265  0.4688
O: 9.789 3.358 12.161  -0.2702
O: 2.802 5.062 -2.760  -0.3599
C: -8.047 -1.040 -4.175  -0.5429
C: -5.968 -5.982 -7.055  -0.2455
O: -2.746 -8.262 -6.153  -0.5675
O: 4.393 1.125 -1.687  -0.3405
H: -5.095 -10.162 -8.475  0.2940
H: -2.067 -10.425 -10.628  0.3575
C: -3.053 -9.108 -6.932  0.6942
C: -6.893 -1.004 -3.292  0.4924
H: -0.876 8.583 1.106  0.3167
O: -0.062 9.570 -1.365  -0.3551
C: -3.060 -10.475 -10.178  -1.4400
C: -1.304 8.960 -1.002  0.5238
C: 4.458 0.805 -3.010  0.6862
H: 11.931 5.855 6.505  0.3461
H: -8.156 -5.439 -7.261  0.3288
H: 0.063 -6.321 0.705  0.3195
H: 12.018 4.008 8.029  0.2195
C: -9.390 -1.794 -2.175  0.2854
H: -3.803 -6.192 -6.739  0.1068
C: -2.437 -3.524 -2.661  -0.6825
H: -5.047 -5.896 2.724  0.2134
C: 3.138 0.640 -1.208  -0.2892
H: 3.068 5.210 1.623  0.4057
H: 1.236 -1.644 -2.981  0.3557
C: 6.403 6.619 3.989  0.5658
C: -4.395 -4.061 -6.328  0.3878
H: 7.602 4.128 3.891  0.2852
H: 3.222 0.316 -0.170  0.3536
O: 3.463 -0.056 -3.356  -0.3793
C: -2.767 -2.398 -5.068  -1.3252
H: -13.403 -4.234 -2.716  0.1223
O: 10.058 3.515 7.669  -0.3026
H: -2.404 -3.459 -6.937  0.3901
H: 4.212 4.646 -0.442  0.1511

***

[3]
The following is a quantum chemistry calculation of a cluster of 2 separate species, C4H7ClO in total at a distorted geometry, from the Open Molecules 2025 dataset.

## Properties
Energy = -691.81773 a.u.
Kohn-Sham gap (alpha / beta) = 7.296 / 6.928 eV
Spin multiplicity = 3
Energy above the lowest of the compared OMol25 structures with the same formula, charge and spin = 17.67 kJ/mol
HOMO level (alpha / beta) = -6.37 / -9.35 eV

Last column: Mulliken charge in e.
Cartesian coordinates (Å):
H: -0.521 -0.749 1.528  0.2851
O: -2.533 1.648 0.532  -0.1928
H: 2.719 -0.237 -0.457  0.2731
C: -1.926 1.829 -0.475  -0.3871
C: 2.043 -0.576 0.379  -1.0212
H: 1.869 0.024 1.173  0.3627
H: -0.932 2.495 -0.619  0.2801
H: 0.592 -0.851 -1.304  0.4463
H: 2.471 -1.551 0.701  0.2682
H: -2.183 1.203 -1.484  0.2932
C: -0.350 -1.036 0.441  -0.3569
C: 0.730 -0.773 -0.289  -0.0683
Cl: -1.978 -1.424 -0.125  -0.1823

***

[4]
The following is a quantum chemistry calculation of a cluster of 2 separate species, C4H6Br2O2P in total at a distorted geometry, from the Open Molecules 2025 dataset.

## Properties
Energy = -5795.99997 a.u.
Net charge = -1
Kohn-Sham gap = 8.364 eV
Energy above the lowest of the compared OMol25 structures with the same formula, charge and spin = 10.70 kJ/mol
HOMO level = -5.45 eV

Last column: Mulliken charge in e.
Cartesian coordinates (Å):
C: -0.795 -0.975 -0.702  -0.9327
P: 0.588 -0.643 0.662  0.6928
H: 0.836 2.019 0.961  0.3449
Br: -1.952 2.981 0.263  -0.2463
O: 1.950 -0.986 0.184  -0.6712
O: 0.135 -1.177 1.937  -0.7186
H: -2.299 -0.420 0.497  0.1968
H: 3.459 -0.844 -0.241  0.3965
H: -1.025 -2.067 -0.419  0.2907
H: -2.339 0.347 -1.142  0.4157
H: -0.454 -0.932 -1.701  0.3648
C: -1.034 1.309 0.158  0.0038
C: -1.763 0.145 -0.311  -0.4857
C: 0.190 1.163 0.586  -0.1904
Br: 4.504 0.081 -0.733  -0.4610

***

Which value of energy above the lowest of the compared OMol25 structures with the same formula, charge and spin does entry 3 give? 17.67 kJ/mol